Computed, not measured: a structure of composition C41H37FIrN13O8 at a distorted geometry, with the ωB97M-V functional and the def2-TZVPD basis.

Values from the calculation:
**E_HOMO (alpha / beta)**: -14.1 / -14.1 eV
**ΔE to the lowest compared entry with this formula, charge and spin**: 64.2 kJ/mol
**F_max**: 1.007 eV/Å
**Lowest unoccupied orbital energy (alpha / beta)**: -7.8126 / -9.6174 eV
**Multiplicity**: 2
**Frontier orbital gap (alpha / beta)**: 0.23269 / 0.16636 Eh
**Charge**: +3
**Electronic energy**: -84401.8865 eV

```
101
Properties=species:S:1:pos:R:3:forces:R:3:lowdin_spin:R:1
Ir -0.243 0.061 -0.424 -0.308 -0.409 -0.462 0.65
O -4.240 4.365 -0.292 -0.250 -0.058 0.016 0.00
C -3.035 4.835 -0.548 0.310 0.048 -0.061 0.00
O -2.772 5.999 -0.615 -0.067 -0.008 0.005 0.00
C -1.917 3.845 -0.763 -0.058 -0.010 0.039 0.00
C -0.614 4.245 -1.010 -0.005 0.004 0.026 0.01
N 0.141 3.145 -1.121 -0.044 -0.043 -0.036 0.00
N -0.603 2.041 -0.987 0.237 -0.026 -0.102 0.00
C -1.850 2.455 -0.733 0.104 -0.059 -0.079 0.00
C -2.813 1.376 -0.396 0.099 0.131 -0.482 0.01
O -3.982 1.542 -0.205 -0.059 -0.024 0.022 0.01
O -2.224 0.178 -0.369 0.122 0.277 0.961 0.03
H -4.305 3.391 -0.277 0.077 0.034 0.020 0.00
H -0.209 5.241 -1.101 -0.009 0.002 0.008 0.00
H 1.145 3.086 -1.186 -0.010 0.006 -0.087 0.00
C -2.484 -1.895 -5.154 0.081 0.072 0.002 0.00
N -1.614 -1.256 -4.127 -0.025 -0.083 -0.073 0.00
C -1.774 -1.164 -2.819 0.000 0.386 0.013 0.00
N -0.729 -0.490 -2.327 -0.078 -0.569 0.039 0.02
C 0.060 -0.216 -3.405 -0.164 -0.037 0.067 0.00
N -0.460 -0.670 -4.508 0.049 -0.030 -0.153 0.00
C -3.943 -1.682 -4.872 0.046 -0.210 0.168 0.00
C -4.736 -0.892 -5.688 -0.055 0.075 0.034 0.00
C -6.083 -0.730 -5.387 -0.083 0.010 0.017 0.00
C -6.633 -1.317 -4.257 -0.128 0.137 -0.087 0.00
C -5.835 -2.099 -3.434 -0.183 -0.184 0.428 0.00
C -4.509 -2.309 -3.767 0.210 -0.073 -0.118 0.00
C -6.344 -2.684 -2.180 0.800 0.164 -0.484 0.00
N -7.527 -2.793 -1.730 -0.614 -0.178 0.429 0.00
N -7.413 -3.386 -0.463 -0.696 0.224 -0.282 0.00
C -6.171 -3.573 -0.265 0.885 -0.239 0.365 0.00
O -5.404 -3.158 -1.310 -0.003 0.013 -0.015 0.00
C -5.466 -4.125 0.909 -0.272 0.222 -0.470 0.00
C -6.168 -4.550 2.028 -0.140 -0.089 0.182 0.00
C -5.477 -5.039 3.124 -0.106 0.013 -0.013 0.00
C -4.089 -5.093 3.118 -0.067 0.006 0.046 0.00
C -3.390 -4.669 2.001 0.047 0.106 -0.220 0.00
C -1.884 -4.713 1.982 0.070 0.054 0.043 0.00
N -1.300 -3.387 1.697 -0.002 -0.065 0.058 0.00
C -0.967 -2.838 0.542 0.116 0.103 -0.004 0.00
N -0.567 -1.585 0.774 -0.120 -0.042 -0.108 0.01
C -0.711 -1.424 2.127 0.119 -0.054 -0.070 0.00
N -1.138 -2.507 2.704 -0.098 -0.038 0.106 0.00
C -4.085 -4.195 0.894 0.281 -0.014 0.060 0.00
H -2.227 -2.954 -5.179 0.017 0.015 0.017 0.00
H -2.171 -1.441 -6.090 -0.037 -0.012 -0.013 0.00
H -2.636 -1.489 -2.262 0.023 -0.022 0.011 0.00
H 0.988 0.326 -3.356 0.020 -0.023 0.001 0.00
H -4.314 -0.408 -6.560 -0.002 -0.001 -0.006 0.00
H -6.706 -0.127 -6.033 -0.010 -0.001 0.006 0.00
H -7.674 -1.170 -4.002 -0.006 0.012 -0.019 0.00
H -3.924 -2.995 -3.164 0.015 0.014 -0.026 0.00
H -7.248 -4.488 2.029 -0.004 -0.014 0.023 0.00
H -6.021 -5.370 3.998 -0.012 0.000 -0.004 0.00
H -3.558 -5.458 3.989 0.000 -0.003 0.006 0.00
H -1.486 -5.404 1.238 -0.050 0.028 -0.043 0.00
H -1.498 -4.993 2.959 0.036 -0.043 -0.030 0.00
H -1.001 -3.335 -0.412 -0.006 0.011 -0.017 0.00
H -0.475 -0.515 2.656 -0.025 0.015 -0.011 0.00
H -3.555 -3.859 0.009 0.016 -0.029 0.020 0.00
C 6.633 -2.513 2.332 0.008 0.010 -0.006 0.00
C 6.534 -1.416 1.286 0.000 -0.005 0.017 0.00
N 5.189 -1.359 0.662 0.044 -0.008 -0.006 0.00
C 4.335 -0.440 1.084 -0.032 0.031 -0.035 0.00
C 3.043 -0.303 0.611 -0.106 0.021 -0.063 0.00
C 2.272 0.839 1.161 -0.201 0.003 -0.149 0.01
O 2.755 1.649 1.895 0.055 -0.042 0.196 0.02
O 1.009 1.003 0.725 -0.166 0.082 0.657 0.17
C 2.571 -1.178 -0.377 -0.143 -0.126 0.200 0.00
O 1.388 -1.168 -0.884 0.532 0.580 -0.391 0.03
C 3.492 -2.191 -0.833 0.029 -0.029 -0.056 0.00
C 3.114 -3.115 -1.820 0.042 0.023 0.013 0.00
C 3.999 -4.038 -2.283 0.021 0.029 0.034 0.00
F 3.587 -4.867 -3.252 0.006 -0.032 -0.034 0.00
C 5.334 -4.126 -1.809 -0.060 0.053 0.022 0.00
C 5.688 -3.229 -0.808 0.037 -0.015 -0.009 0.00
C 4.800 -2.262 -0.323 -0.061 -0.015 -0.047 0.00
N 6.252 -5.052 -2.293 0.049 -0.067 -0.017 0.00
C 5.862 -6.187 -3.140 -0.007 -0.002 0.004 0.00
C 7.059 -7.124 -3.321 0.008 -0.007 -0.003 0.00
N 7.879 -7.132 -2.064 -0.009 -0.018 0.024 0.00
C 8.528 -5.784 -1.818 -0.003 0.008 0.003 0.00
C 7.658 -4.701 -2.452 0.006 0.009 0.002 0.00
H 7.640 -2.526 2.747 0.004 -0.001 0.006 0.00
H 6.417 -3.499 1.920 0.005 -0.003 -0.006 0.00
H 5.938 -2.329 3.151 -0.003 0.007 -0.001 0.00
H 7.270 -1.518 0.490 -0.005 -0.022 -0.001 0.00
H 6.704 -0.441 1.736 -0.004 -0.001 -0.003 0.00
H 4.685 0.251 1.842 -0.016 0.002 0.009 0.00
H 2.123 -3.080 -2.249 -0.009 0.009 -0.003 0.00
H 6.675 -3.295 -0.380 -0.003 -0.009 0.002 0.00
H 5.528 -5.890 -4.136 0.009 0.012 0.000 0.00
H 5.045 -6.725 -2.661 -0.004 0.006 -0.007 0.00
H 7.726 -6.809 -4.120 -0.012 -0.006 -0.007 0.00
H 6.730 -8.139 -3.530 -0.004 0.006 0.004 0.00
H 8.592 -7.863 -2.109 -0.005 0.010 0.005 0.00
H 7.274 -7.365 -1.274 0.003 -0.005 -0.012 0.00
H 9.525 -5.811 -2.252 -0.007 0.008 -0.011 0.00
H 8.611 -5.670 -0.739 0.017 0.012 -0.006 0.00
H 7.898 -4.589 -3.514 0.001 0.008 -0.002 0.00
H 7.885 -3.746 -1.990 -0.006 -0.011 0.013 0.00
```
Forces are in eV/Å.